No. 1
Below is a molecular structure, C40H65MgN5PSi2 at a distorted geometry, with properties calculated with wB97M-V/def2-TZVPD.

```
114
Properties=species:S:1:pos:R:3:forces:R:3
P -0.273 -0.830 3.211 -0.30 -0.65 -0.27
Si -1.719 3.097 0.411 0.69 0.51 0.33
Si -0.723 -2.785 -1.122 0.99 -1.01 -0.77
Mg -0.283 -0.066 0.750 0.51 -0.05 -0.18
N 1.785 -0.127 1.183 0.23 -0.09 -2.21
N -1.211 -1.345 -0.446 -1.49 1.46 -0.69
N -2.565 0.696 -5.437 0.75 -0.85 -2.14
N -0.232 1.770 -5.210 -1.40 0.75 0.87
N -1.569 1.398 0.203 -0.94 -0.01 -0.46
C -1.026 -3.102 -2.944 0.89 -0.03 -0.77
C 4.826 -1.274 -0.825 -1.57 -0.74 2.83
C -0.777 1.953 -6.591 1.11 -0.72 1.24
C 2.153 0.185 2.430 -0.20 0.16 1.10
C 4.656 -0.612 -1.975 0.32 1.28 -1.26
C 0.914 -3.435 3.196 1.38 0.02 0.42
C -0.162 -2.606 3.873 2.63 1.97 1.34
C -4.895 0.557 -1.326 -1.35 1.04 0.37
C -1.783 4.141 -1.208 -1.27 -0.31 0.41
C -1.344 -4.336 -0.311 -1.16 -0.88 1.99
C 3.677 0.394 -2.014 0.24 1.13 -2.01
C -2.421 -0.693 -0.830 0.47 0.49 1.02
C 3.465 0.688 6.617 -1.51 -0.50 1.08
C -2.022 1.113 -6.756 -1.37 -0.34 0.04
C -1.617 -0.299 -4.951 0.91 -0.12 -0.02
C -2.952 -0.739 3.679 0.17 -1.32 -0.01
C -0.132 3.624 1.336 0.24 -0.24 -0.93
C 2.997 0.568 5.204 -1.16 0.61 -1.10
C 2.794 -0.205 0.145 -0.29 0.22 0.06
C -1.652 1.373 4.043 0.87 0.41 -0.02
C 3.745 1.011 4.086 0.37 -1.59 0.66
C 1.278 0.017 3.536 -0.12 -0.42 0.83
C -1.248 2.318 -4.191 0.43 0.69 -1.60
C 5.502 -0.896 -3.173 -2.84 -0.75 -1.65
C -2.609 0.706 -0.466 0.60 -0.31 0.05
C -3.846 1.288 -0.744 -0.13 -0.06 0.22
C 1.690 0.239 4.868 0.56 -0.12 -1.37
C -3.505 -1.354 -1.391 0.24 -0.28 0.05
C -3.109 3.862 1.496 1.14 0.67 -0.63
C 1.802 1.701 -1.107 -2.15 1.23 -0.42
C 3.378 0.767 2.779 0.90 0.88 -0.54
C 1.105 -2.969 -0.839 0.52 -0.90 0.99
C -4.751 -0.784 -1.646 0.86 0.47 0.13
C 0.181 -2.597 5.403 -0.27 -0.28 -1.03
C 2.746 0.601 -1.032 0.57 -0.78 0.76
C -1.641 -0.154 4.237 -0.07 0.11 0.78
C 3.958 -2.014 1.384 0.95 -1.30 0.93
C -2.659 1.863 -4.593 -0.53 -0.92 0.36
C -0.167 0.337 -4.894 -0.83 -0.45 -2.92
C 3.847 -1.109 0.213 0.65 -0.16 0.06
H -1.913 5.238 -1.046 0.14 -0.79 0.02
H -2.834 1.704 -7.240 0.54 -0.54 -0.10
H -0.866 1.842 4.719 -1.07 -0.33 -0.94
H -1.110 -5.296 -0.782 0.31 0.23 -0.24
H -1.889 -0.723 -4.003 -0.44 0.25 0.66
H 4.597 -2.853 1.090 0.01 -0.10 -0.07
H 1.650 2.095 -0.118 -0.01 0.46 0.44
H -1.120 -2.949 3.701 -2.05 -1.06 -0.38
H -4.095 3.770 1.112 -0.97 -0.35 -0.20
H 0.663 4.062 0.700 -0.26 -0.60 0.06
H 0.857 -4.508 3.374 -0.39 -0.12 0.31
H -1.266 -4.183 -3.162 0.85 1.01 0.07
H 4.410 0.208 6.824 0.35 -0.22 -0.10
H -3.084 -1.877 3.637 0.66 1.49 -0.02
H 1.943 -3.153 3.550 -0.95 0.02 -0.07
H -0.407 4.448 1.944 -0.35 0.85 1.00
H -4.032 2.322 -0.372 0.02 -0.96 -0.58
H 1.201 -2.253 5.487 0.37 0.15 0.11
H 0.766 1.470 -1.436 0.35 -0.61 0.23
H -1.191 3.423 -4.130 0.20 -0.58 -0.08
H -0.146 -2.636 -3.520 -1.24 -1.11 0.51
H -2.631 3.779 -1.855 0.87 0.36 0.42
H -3.790 -0.405 4.255 -0.54 0.41 0.50
H 0.418 -0.186 -5.697 -0.07 0.58 0.67
H 0.347 0.255 -3.991 0.64 -0.48 1.68
H 6.518 -0.789 -3.029 2.21 0.59 0.30
H -5.472 -1.459 -2.077 -0.58 0.37 -0.03
H -1.495 -0.364 5.324 -0.28 -0.05 -0.74
H -1.391 1.575 2.982 -0.07 0.15 0.60
H 5.354 -1.967 -3.475 0.04 0.83 0.15
H -1.608 -1.167 -5.645 -0.11 0.56 0.24
H 0.055 1.572 -7.225 -0.64 0.83 -0.14
H -0.433 -1.927 6.027 -0.01 -0.74 -0.19
H -3.074 3.634 2.540 -0.06 -0.54 0.70
H 3.012 -2.508 1.670 0.32 0.73 0.05
H -0.928 -4.404 0.740 -0.39 0.09 -0.91
H 3.557 1.730 6.839 0.29 0.79 0.46
H -1.905 -2.581 -3.249 -0.70 0.49 -0.39
H -1.776 0.197 -7.307 -0.44 0.22 -0.16
H 2.704 0.274 7.376 1.03 0.48 -1.28
H -0.996 1.898 -3.238 0.28 -0.12 0.63
H 1.905 -2.490 -1.384 -0.13 0.40 -0.56
H 0.889 0.174 5.556 -0.35 -0.39 1.22
H -0.838 3.952 -1.687 0.36 0.05 -0.53
H -5.866 1.119 -1.357 0.80 -0.87 -0.38
H 3.691 1.152 -2.890 -0.16 -1.55 1.30
H -3.251 2.601 -5.184 0.33 -0.24 0.79
H 2.008 2.522 -1.795 0.76 -0.07 0.04
H 1.326 -4.062 -0.853 -0.05 0.56 0.06
H -3.223 1.406 -3.764 -0.06 1.21 0.38
H 0.194 -3.656 5.692 -0.32 0.30 0.54
H 5.610 -1.998 -0.595 -0.12 0.10 -0.54
H 4.506 -1.616 2.280 -0.90 0.07 -0.60
H -2.908 4.943 1.458 0.12 -0.04 -0.09
H 1.253 -2.631 0.201 0.09 -0.20 -0.14
H -2.457 -4.379 -0.177 0.69 0.27 -0.08
H 5.104 -0.270 -4.019 0.79 -0.56 0.62
H 0.982 -3.335 2.137 -0.36 0.24 -0.93
H -1.067 2.991 -6.704 0.66 0.35 -0.30
H 4.737 1.338 4.334 0.50 0.49 -0.31
H -3.065 -0.326 2.684 -0.17 -0.17 -0.41
H -2.647 1.835 4.183 0.44 -0.31 0.30
H 0.284 2.843 1.984 0.05 0.11 -0.17
H -3.383 -2.410 -1.571 -0.04 -0.27 -0.12
H 4.010 1.050 1.916 -0.06 -0.07 0.81
```
Positions in Å, forces in eV/Å.

Values from the calculation:
Total charge: -1
LUMO level (eV): 2.54
ΔE to the lowest compared entry with this formula, charge and spin (kcal per mole): 4.3
Max |F| (eV/A): 3.5
HOMO-LUMO gap (eV): 6.36
Highest occupied orbital energy (Eh): -0.140

=====

No. 2
Below is 17 unconnected molecules or ions with the total composition C40H67BCl48FN2O6 at a distorted geometry, with properties calculated with wB97M-V/def2-TZVPD.

```
165
Properties=species:S:1:pos:R:3:forces:R:3
Cl -0.620 9.226 -5.446 0.03 0.08 0.12
Cl 0.593 9.715 -2.851 -0.40 0.39 -0.26
Cl 2.809 -3.718 -0.134 0.15 -0.25 -0.34
Cl -7.475 -6.477 4.930 -0.08 0.08 -0.06
Cl -1.751 -6.061 8.350 0.11 -0.04 -0.04
Cl -12.948 -5.874 0.269 0.19 0.00 0.00
Cl 1.171 10.147 4.920 0.17 0.07 -0.07
Cl -10.574 -4.944 1.668 0.05 0.03 -0.06
Cl 0.406 7.513 -0.077 -0.03 -0.17 -0.55
Cl 0.535 -6.353 10.121 -0.03 -0.01 -0.19
Cl 2.325 7.464 4.930 0.94 0.18 -0.49
Cl -0.478 9.854 -9.728 0.12 -0.02 0.00
Cl -1.923 5.339 5.283 -0.02 0.03 0.04
Cl 1.014 -1.009 -10.821 -0.14 0.17 -0.14
Cl -9.259 -4.901 6.598 0.05 -0.01 -0.18
Cl -0.886 0.564 -9.287 -0.30 -0.16 -0.28
Cl -0.159 3.500 -7.152 0.03 -0.19 0.05
Cl 8.404 -4.934 5.082 -0.10 0.05 0.11
Cl -11.128 -7.793 1.475 0.05 0.12 -0.08
Cl 4.089 -6.301 0.241 -0.05 0.05 -0.07
Cl -1.623 4.143 -3.524 0.05 0.04 0.03
Cl 3.307 7.289 0.169 -0.04 -0.01 -0.23
Cl -0.358 7.668 6.046 -1.10 -0.24 0.51
Cl 0.673 -2.297 9.927 0.06 0.10 -0.10
Cl 0.266 -5.162 -8.836 0.09 0.04 0.08
Cl 1.307 8.604 2.457 0.10 0.24 0.72
Cl -6.215 -4.631 -2.956 -0.05 -0.12 0.00
Cl 5.196 -4.391 -1.652 -0.10 -0.04 0.00
Cl 7.253 -2.344 5.725 -0.03 -0.10 0.05
Cl 0.843 -5.012 7.561 0.05 -0.08 -0.16
Cl -2.107 4.328 -0.669 -0.14 0.35 0.02
Cl 5.559 -4.704 5.636 0.12 -0.10 0.18
Cl -6.448 -5.974 -0.380 -0.07 -0.13 -0.06
Cl -0.531 1.220 -5.386 -0.25 -0.16 -0.19
Cl -0.239 5.247 7.653 -0.07 0.04 -0.03
Cl 0.974 -0.032 8.125 0.01 -0.07 -0.06
Cl 2.998 -4.360 -9.421 -0.08 0.01 0.12
Cl 2.155 2.070 -6.116 -0.22 -0.04 -0.46
Cl 1.280 -2.624 -7.846 0.03 -0.14 0.20
Cl 1.793 11.002 -8.323 -0.01 -0.08 -0.09
Cl -7.722 -3.612 4.493 -0.04 -0.02 -0.06
Cl -2.623 6.622 -2.379 0.23 -0.22 0.05
Cl 2.036 6.876 -2.403 0.04 -0.14 0.14
Cl -2.310 9.973 -3.201 0.26 0.12 -0.01
Cl 3.328 -1.378 9.174 -0.11 -0.03 -0.08
Cl -8.795 -5.616 -2.051 0.15 0.00 -0.10
Cl 1.580 8.119 -8.630 0.00 0.06 -0.05
Cl 0.811 1.856 -11.262 -0.12 -0.10 0.05
F -0.306 -3.227 -1.145 -1.17 0.74 0.87
O -2.753 -0.451 -1.866 1.19 -2.23 -0.43
O -1.365 -1.940 -3.290 -0.15 1.61 2.37
O 3.709 1.914 2.583 -0.60 -0.83 0.41
O 2.331 -2.387 5.431 -0.13 -0.62 -0.78
O 1.104 -3.436 2.316 -2.01 1.45 0.20
O 0.897 -1.808 0.736 -1.19 -0.22 0.29
N -1.951 -2.499 0.394 0.10 -2.40 0.06
N -5.630 -0.178 -0.196 0.98 -0.16 0.31
C 0.920 -3.655 3.733 1.61 -1.26 0.81
C 4.705 -0.296 -0.304 -0.15 0.78 0.41
C 1.967 7.773 -0.877 0.16 -0.36 0.11
C -5.054 -2.316 1.097 -0.89 0.51 -0.67
C 2.188 0.771 -3.090 0.05 0.47 -0.34
C 3.465 -3.157 3.337 0.76 0.19 1.14
C -11.263 -6.228 0.665 -0.20 -0.13 0.06
C -2.990 -3.531 -0.048 -1.79 -0.88 0.31
C -0.613 0.220 0.505 0.01 0.89 -0.61
C -1.140 -3.151 1.479 0.61 0.21 2.11
C 1.259 1.877 -0.306 -0.13 0.99 0.22
C 3.715 -5.018 -0.918 0.10 0.12 0.05
C 4.069 0.605 2.097 0.54 0.76 -0.73
C -7.051 -5.895 -2.044 -0.08 0.03 0.03
C 0.473 1.925 -6.659 0.31 0.27 -0.04
C -1.041 -2.108 -0.712 1.30 1.91 -0.64
C 2.100 8.954 3.999 0.00 -0.08 -0.02
C 3.753 0.791 -3.396 -0.96 -0.79 -0.89
C 0.013 -1.084 -0.127 0.12 -0.03 -0.13
C 0.220 -2.418 1.839 1.00 -0.23 0.10
C 1.246 9.689 -9.372 -0.07 0.04 0.08
C -0.238 1.424 -0.467 0.02 0.25 0.18
C 2.355 -3.434 4.448 0.44 -0.46 -1.49
C 7.171 -4.085 6.021 0.10 0.02 -0.10
C -5.137 -0.715 1.086 -0.46 -0.86 0.84
C -1.264 6.269 6.636 0.07 0.16 -0.01
C 1.608 2.246 -2.923 0.38 0.00 0.66
C 1.739 2.840 -1.452 0.49 -0.12 -0.86
C 4.913 0.844 0.772 -0.60 -0.32 0.27
C 5.474 -0.019 -1.667 -0.46 -1.68 0.33
C 2.658 1.838 3.546 0.09 0.33 0.47
C -0.001 -6.296 8.439 -0.07 0.01 0.23
C -8.568 -5.088 4.983 -0.05 -0.09 0.17
C 1.655 -1.582 8.641 0.03 -0.11 0.12
C -1.593 5.211 -2.116 -0.27 0.10 -0.15
C -4.426 -2.918 -0.220 0.08 -0.58 -0.31
C -0.718 10.167 -3.954 -0.15 0.01 -0.15
C -0.073 0.383 -10.849 0.28 -0.02 -0.16
C 1.688 -4.300 -8.236 0.00 -0.02 -0.11
C 4.506 -0.499 -2.851 0.54 0.90 0.49
B -1.763 -1.447 -2.008 -0.84 0.22 -1.59
H 5.062 -1.049 -3.661 -0.45 0.77 0.71
H -3.224 -0.436 -2.719 0.11 0.52 0.18
H 1.313 2.476 0.654 0.08 -0.78 -0.86
H 1.617 0.293 -3.940 0.76 0.29 0.85
H 0.537 2.353 -3.240 1.05 -0.38 0.21
H 0.123 -1.628 2.640 -0.38 -0.76 -0.71
H 2.367 -1.569 4.911 0.07 -0.06 0.40
H -0.575 5.550 -1.966 -0.01 0.02 0.03
H 6.405 -0.648 -1.651 -0.71 0.72 -0.10
H 2.674 2.803 4.125 -0.18 -0.96 -0.64
H 2.806 0.997 4.291 -0.05 0.74 -0.75
H 2.068 8.830 -1.094 0.02 -0.10 0.11
H 0.115 -3.030 4.200 0.75 -0.44 -0.43
H 0.691 -4.756 3.865 -0.13 1.27 -0.15
H 3.291 -2.183 2.800 -0.06 -1.13 0.23
H 3.124 0.030 1.871 0.87 0.25 0.22
H -2.463 -1.718 0.823 0.32 0.19 -0.59
H -0.390 -1.882 -3.280 -0.35 -0.62 -0.43
H 3.096 -5.439 -1.705 0.10 0.03 0.10
H -3.050 -4.296 0.780 0.14 0.87 -0.85
H 3.774 -1.247 -2.417 0.73 0.82 -0.54
H 5.983 0.991 1.069 -0.84 -0.19 -0.47
H -0.901 2.323 -0.269 0.90 -1.35 -0.17
H 4.943 -1.312 0.132 -0.07 1.02 -0.58
H 0.645 -0.749 -1.004 -0.52 -0.53 1.05
H 3.869 0.804 -4.519 -0.07 0.15 1.15
H -4.119 -0.318 1.384 -1.08 0.01 -0.29
H 2.215 2.908 -3.610 -0.80 -0.62 0.78
H -10.695 -6.271 -0.258 -0.06 -0.01 0.13
H 4.538 1.810 0.326 0.42 -0.90 0.48
H 1.649 -2.256 7.789 0.03 0.14 0.06
H 1.661 1.705 3.038 0.77 0.09 0.44
H 5.771 1.055 -1.776 -0.35 -0.95 0.10
H -0.459 1.127 -1.540 0.23 0.18 1.12
H 2.026 -4.790 -7.328 -0.04 0.06 -0.12
H 0.241 -7.245 7.970 -0.02 0.13 0.04
H 3.586 -4.032 2.645 -0.38 1.02 0.45
H 4.475 -3.041 3.856 -1.45 -0.14 -0.49
H -5.095 -3.775 -0.533 1.03 0.90 0.29
H -0.595 11.217 -4.200 -0.01 -0.14 0.01
H 2.054 0.112 -2.189 -0.12 0.81 -0.65
H -4.592 -2.712 2.050 -0.26 0.46 -0.98
H -1.777 -3.120 2.416 0.60 -0.06 -1.06
H -4.884 0.371 -0.629 -0.67 -0.10 0.02
H -0.921 -4.235 1.301 -0.16 1.20 -0.49
H 4.700 0.124 2.897 -0.74 -0.02 -0.78
H -5.909 -0.449 1.869 1.25 -0.17 -0.49
H -4.449 -2.209 -1.099 -0.09 -0.51 1.21
H 3.595 -0.324 -0.536 1.11 0.03 0.34
H 0.446 1.261 -7.520 0.10 0.21 0.32
H 1.795 9.748 -10.307 -0.07 -0.01 0.12
H -2.651 -4.087 -0.958 0.02 0.83 0.73
H 2.827 3.120 -1.318 -1.13 -0.37 0.23
H 4.167 1.764 -3.026 -0.13 -1.03 -0.09
H -0.229 0.428 1.549 -0.17 -0.39 -1.20
H 2.659 -4.423 4.904 -0.51 1.33 0.14
H 7.362 -4.262 7.075 -0.04 0.03 -0.13
H -1.736 0.228 0.582 0.87 -0.35 -0.10
H 1.181 3.819 -1.454 0.38 -0.92 0.25
H -9.379 -5.265 4.283 0.12 0.02 0.06
H -0.829 0.214 -11.610 0.05 0.03 0.14
H 3.079 9.376 3.793 -0.13 -0.05 0.04
H -6.475 0.377 -0.088 0.44 -0.05 0.00
H 1.996 1.036 -0.202 -0.82 0.54 -0.09
H -2.093 6.627 7.239 0.09 -0.10 -0.07
H -6.854 -6.849 -2.523 -0.02 0.11 0.07
H -6.132 -2.660 1.119 1.20 0.26 0.03
```
Positions in Å, forces in eV/Å.

Values from the calculation:
Total charge: +1
LUMO level (eV): -2.21
Max |F| (eV/A): 2.9
HOMO-LUMO gap (eV): 9.28
Highest occupied orbital energy (Eh): -0.422